Entry 1:
Molecular formula: C15H14N12O9RhS
Method: DFT, ωB97M-V/def2-TZVPD

Its multiplicity is 1. The charge is -1. For the total energy, the calculation gives -2422.96073 a.u. The HOMO energy is -5.712 eV. For the HOMO-LUMO gap, the calculation gives 0.236 hartree.

```
52
C15H14N12O9RhS | OMol25 | ωB97M-V/def2-TZVPD
Rh 0.112 -0.429 0.295
N 2.558 0.304 2.473
C 2.927 -0.514 1.432
N 4.091 -1.131 1.301
N 3.924 -1.907 0.205
N 2.740 -1.772 -0.285
N 2.084 -0.866 0.472
C 1.242 0.441 2.864
N 0.873 0.960 4.010
N -0.486 0.869 3.996
N -0.908 0.330 2.919
N 0.181 0.014 2.172
H 3.257 0.539 3.155
O -3.368 4.462 -0.616
C -2.674 3.495 -0.478
C -1.151 3.482 -0.321
O -0.410 4.432 -0.341
C -0.809 2.049 -0.191
C -1.933 1.251 -0.234
O -1.822 -0.047 -0.116
C -3.162 2.031 -0.417
O -4.296 1.644 -0.543
O 0.377 1.524 -0.063
C 5.906 -4.690 -0.733
C 5.529 -4.577 0.737
S 4.222 -5.660 1.230
O 3.875 -5.339 2.594
O 4.551 -7.021 0.882
C 2.870 -5.134 0.206
C 1.521 -5.602 0.769
N 0.540 -4.565 0.434
C 0.527 -3.375 1.069
N -0.160 -2.482 0.355
C -0.681 -3.130 -0.721
C -0.235 -4.411 -0.695
N -0.464 -5.419 -1.691
O 0.115 -6.487 -1.567
O -1.142 -5.094 -2.642
C 1.260 -3.115 2.334
H 6.870 -4.210 -0.896
H 5.177 -4.186 -1.367
H 5.988 -5.732 -1.040
H 5.205 -3.570 1.011
H 6.347 -4.872 1.398
H 3.043 -5.501 -0.805
H 2.906 -4.041 0.205
H 1.564 -5.672 1.852
H 1.206 -6.553 0.364
H -1.294 -2.642 -1.459
H 1.262 -3.987 2.982
H 0.787 -2.284 2.850
H 2.301 -2.856 2.130
```

***

Entry 2:
Molecular formula: C15H14N2O2S
Method: DFT, ωB97M-V/def2-TZVPD

Its multiplicity is 1. For the total energy, the calculation gives -1238.09449 a.u. The HOMO energy is -7.427 eV. For the HOMO-LUMO gap, the calculation gives 0.285 hartree. The structure (SMILES) is Oc1cn(Cc2ccccc2)/c(=N/Cc2ccco2)s1.

```
34
C15H14N2O2S | OMol25 | ωB97M-V/def2-TZVPD
O 1.343 2.256 -4.202
C 0.709 1.569 -3.178
C 1.418 0.632 -2.481
N 0.642 0.014 -1.492
C 1.125 -1.248 -0.897
C 2.221 -0.971 0.128
C 1.892 -0.354 1.344
C 2.928 -0.007 2.263
C 4.237 -0.327 1.959
C 4.599 -0.934 0.724
C 3.567 -1.232 -0.181
C -0.659 0.523 -1.399
N -1.579 0.014 -0.608
C -2.970 0.588 -0.559
C -3.795 0.255 0.632
C -3.317 -0.390 1.729
C -4.369 -0.466 2.699
C -5.434 0.150 2.107
O -5.127 0.536 0.804
S -0.936 1.777 -2.605
H 0.694 2.856 -4.608
H 2.430 0.375 -2.711
H 1.389 -1.879 -1.712
H 0.337 -1.812 -0.389
H 0.844 -0.188 1.556
H 2.710 0.564 3.147
H 5.083 -0.072 2.617
H 5.654 -1.107 0.459
H 3.839 -1.676 -1.130
H -3.485 0.208 -1.474
H -2.941 1.673 -0.659
H -2.313 -0.768 1.867
H -4.371 -0.865 3.701
H -6.365 0.304 2.549
```

***

Entry 3:
Molecular formula: C15H14N2O3
Method: DFT, ωB97M-V/def2-TZVPD

Its multiplicity is 1. For the total energy, the calculation gives -915.26463 a.u. The HOMO energy is -9.561 eV. For the HOMO-LUMO gap, the calculation gives 0.350 hartree. The structure (SMILES) is O=C(NCCOC(=O)c1ccncc1)c1ccccc1.

```
34
C15H14N2O3 | OMol25 | ωB97M-V/def2-TZVPD
O 2.599 2.306 0.059
C 2.506 1.098 0.156
N 1.320 0.477 0.382
C 0.075 1.195 0.425
C -0.709 1.055 -0.896
O -2.111 0.980 -0.670
C -2.580 -0.210 -0.273
O -1.884 -1.184 -0.115
C -4.051 -0.196 -0.058
C -4.816 0.958 -0.205
C -6.181 0.865 0.021
N -6.789 -0.257 0.366
C -6.060 -1.351 0.504
C -4.689 -1.380 0.306
C 3.687 0.190 0.082
C 3.618 -1.098 -0.443
C 4.756 -1.883 -0.502
C 5.966 -1.396 -0.036
C 6.044 -0.111 0.474
C 4.912 0.681 0.525
H 1.276 -0.527 0.440
H 0.312 2.243 0.620
H -0.538 0.804 1.242
H -0.560 1.918 -1.546
H -0.385 0.143 -1.412
H -4.354 1.891 -0.484
H -6.822 1.731 -0.078
H -6.604 -2.242 0.787
H -4.113 -2.284 0.424
H 2.688 -1.485 -0.835
H 4.698 -2.880 -0.915
H 6.849 -2.016 -0.081
H 6.988 0.275 0.828
H 4.953 1.689 0.908
```

***

Entry 4:
Molecular formula: C15H14N2O3PtS3
Method: DFT, ωB97M-V/def2-TZVPD

Its multiplicity is 1. For the total energy, the calculation gives -2229.15950 a.u. The HOMO energy is -7.772 eV. For the HOMO-LUMO gap, the calculation gives 0.283 hartree.

```
38
C15H14N2O3PtS3 | OMol25 | ωB97M-V/def2-TZVPD
Pt 0.238 0.113 -0.058
O -0.608 -3.589 1.246
C -0.176 -2.478 1.012
O -0.070 -1.901 -0.140
C 0.311 -1.624 2.166
C 0.486 -2.111 3.448
C 0.896 -1.238 4.439
C 1.100 0.100 4.121
C 0.909 0.518 2.820
N 0.535 -0.342 1.864
H 0.277 -3.157 3.623
H 1.056 -1.589 5.450
H 1.400 0.817 4.872
H 1.047 1.545 2.515
S 0.764 2.439 -0.304
C 0.225 1.979 -1.860
N -0.033 0.710 -1.960
C -0.484 0.322 -3.208
C -0.831 -0.965 -3.600
C -1.227 -1.157 -4.910
C -1.290 -0.089 -5.810
C -0.960 1.196 -5.416
C -0.550 1.394 -4.104
S -0.046 2.877 -3.317
H -0.782 -1.773 -2.881
H -1.489 -2.152 -5.246
H -1.601 -0.268 -6.831
H -1.019 2.024 -6.110
C -4.802 -0.177 1.054
S -3.063 -0.234 1.475
C -3.168 0.816 2.924
O -2.369 0.584 0.435
H -5.396 -0.606 1.861
H -4.930 -0.766 0.148
H -5.071 0.862 0.870
H -3.846 0.373 3.654
H -3.512 1.800 2.606
H -2.167 0.887 3.347
```

***

Entry 5:
Molecular formula: C15H14N2O4
Method: DFT, ωB97M-V/def2-TZVPD

Its multiplicity is 1. For the total energy, the calculation gives -989.98034 a.u. The HOMO energy is -8.289 eV. For the HOMO-LUMO gap, the calculation gives 0.282 hartree.

```
35
C15H14N2O4 | OMol25 | ωB97M-V/def2-TZVPD
C -2.767 -3.324 0.051
C -1.437 -3.788 0.319
H -1.032 -4.142 -0.709
H -1.395 -4.554 0.959
C -0.594 -2.477 1.049
N -0.078 -1.391 0.114
C -0.249 -1.281 -1.182
N -0.285 -0.255 -2.033
C 0.406 0.773 -1.444
C 0.820 0.664 0.006
C 0.528 -0.505 0.585
O 0.723 -0.532 1.825
O 1.417 1.914 0.490
C 1.556 2.503 -0.848
C 2.028 3.907 -0.875
C 2.237 4.460 -2.118
C 1.554 3.868 -3.060
C 1.007 2.614 -3.098
C 0.816 1.859 -1.937
H 0.546 2.070 -4.028
H 1.420 4.453 -4.184
H 2.698 5.403 -2.365
H 2.623 4.219 -0.125
H -0.802 -2.208 -1.795
C -1.395 -2.100 2.039
O -1.098 -2.805 3.249
O -1.889 -0.998 2.160
C -2.617 -0.618 3.034
H -1.637 -0.065 3.794
H -3.178 0.183 2.860
H -3.132 -1.351 3.618
H 0.371 -2.977 1.189
H -3.334 -3.201 0.960
H -3.328 -3.908 -0.467
H -2.855 -2.236 -0.448
```

***

Entry 6:
Molecular formula: C15H14N2O4S2
Method: DFT, ωB97M-V/def2-TZVPD

Its multiplicity is 1. For the total energy, the calculation gives -1786.29605 a.u. The HOMO energy is -8.284 eV. For the HOMO-LUMO gap, the calculation gives 0.281 hartree.

```
37
C15H14N2O4S2 | OMol25 | ωB97M-V/def2-TZVPD
C 1.540 3.095 -4.968
H 0.473 3.214 -5.456
O 1.189 2.512 -3.713
C 2.204 2.374 -2.900
C 3.398 2.500 -3.339
C 4.577 2.225 -2.290
C 4.265 1.959 -0.917
C 2.847 1.695 -0.792
C 1.900 2.029 -1.713
N 0.487 1.978 -1.273
S 0.022 1.846 0.154
O 0.774 2.491 1.041
O -1.672 2.539 0.001
C -0.230 0.133 0.544
C 0.501 -0.826 0.126
C 0.170 -1.963 0.736
C -1.241 -1.876 1.364
C -1.885 -2.971 1.878
C -3.148 -3.236 2.419
C -3.231 -4.428 2.819
N -2.340 -5.141 2.238
O -1.221 -4.262 1.813
C -4.395 -5.123 3.445
H -4.476 -4.578 4.517
H -5.413 -5.048 2.615
H -4.383 -6.205 3.543
H -3.909 -2.123 2.682
S -1.641 -0.486 1.276
H 0.689 -2.887 0.592
H 1.497 -0.640 -0.185
H -0.022 2.194 -2.088
H 2.530 1.496 0.218
H 4.998 1.489 -0.278
H 5.535 2.247 -2.613
H 3.884 2.774 -4.259
H 2.262 3.860 -5.053
H 1.950 2.262 -5.758
```

***

Entry 7:
Molecular formula: C15H14N2O6W
Method: DFT, ωB97M-V/def2-TZVPD

Its multiplicity is 3. The charge is +2. For the total energy, the calculation gives -1207.51767 a.u. The HOMO energy (spin up / spin down) is -15.069 / -16.801 eV. For the HOMO-LUMO gap (spin up / spin down), the calculation gives 0.266 / 0.324 hartree.

```
38
C15H14N2O6W | OMol25 | ωB97M-V/def2-TZVPD
W -0.294 -0.521 -0.003
O 5.788 -0.607 -0.588
C 4.487 -0.581 -0.395
C 3.881 -0.558 0.876
C 2.522 -0.524 0.936
N 1.758 -0.510 -0.169
C 2.332 -0.557 -1.388
C 3.680 -0.589 -1.548
C 1.306 -0.614 -2.485
O 1.532 -0.654 -3.642
O 0.072 -0.632 -1.909
C 1.690 -0.535 2.186
O 2.103 -0.591 3.292
O 0.380 -0.494 1.824
H 6.301 -0.609 0.235
H 4.454 -0.576 1.796
H 4.119 -0.629 -2.537
O -1.006 -2.666 0.335
C -2.362 -2.546 0.872
C -2.647 -1.062 1.046
C -2.794 -0.273 -0.299
C -2.396 1.197 -0.234
C -3.270 2.251 -0.241
C -2.752 3.545 -0.230
C -1.379 3.737 -0.222
C -0.549 2.636 -0.205
N -1.055 1.396 -0.204
H -0.735 -3.594 0.271
H -2.414 -3.052 1.832
H -3.063 -3.003 0.176
H -1.897 -0.616 1.718
H -3.568 -0.955 1.615
H -3.812 -0.368 -0.666
H -2.230 -0.766 -1.118
H -4.337 2.075 -0.275
H -3.422 4.395 -0.238
H -0.948 4.727 -0.227
H 0.527 2.726 -0.186
```

***

Entry 8:
Molecular formula: C15H14N3O8PtS
Method: DFT, ωB97M-V/def2-TZVPD

Its multiplicity is 5. The charge is +1. For the total energy, the calculation gives -1863.19037 a.u. The HOMO energy (spin up / spin down) is -12.833 / -13.368 eV. For the HOMO-LUMO gap (spin up / spin down), the calculation gives 0.297 / 0.223 hartree.

```
42
C15H14N3O8PtS | OMol25 | ωB97M-V/def2-TZVPD
Pt -2.565 1.266 -0.503
C 0.740 1.582 -0.980
C 0.234 0.172 -0.794
N -1.001 -0.051 -1.457
C -1.420 -1.310 -1.491
C -0.695 -2.303 -0.873
N 0.403 -1.784 -0.055
C -0.878 -3.774 -0.685
O -1.789 -4.403 -1.358
O -0.110 -4.290 0.101
C -2.943 -1.454 -1.810
O -3.346 -2.465 -2.331
O -3.559 -0.466 -1.340
H -0.104 2.268 -1.067
H 1.304 1.629 -1.911
H 1.390 1.891 -0.167
H 0.757 -2.603 0.490
H -2.419 -3.851 -1.891
C 3.783 -0.995 -1.196
C 2.633 -0.684 -0.307
C 1.295 -0.967 -0.932
C -0.088 -0.536 0.609
C 0.535 0.090 1.754
C 1.861 0.243 1.912
C 2.831 -0.198 0.945
S -0.861 0.960 2.558
O -1.908 -0.002 2.667
O -0.439 1.755 3.655
N -1.207 1.925 1.223
C -1.101 3.283 1.364
C -2.609 3.981 0.860
O -2.864 4.962 1.463
O -3.066 3.323 -0.072
H 3.729 -2.029 -1.539
H 4.733 -0.839 -0.696
H 3.760 -0.368 -2.089
H 1.416 -1.402 -1.928
H -1.155 -0.634 0.838
H 2.227 0.735 2.801
H 3.859 -0.053 1.240
H -0.493 3.789 0.610
H -0.872 3.606 2.382
```

***

Entry 9:
Molecular formula: C15H14N4O3
Method: DFT, ωB97M-V/def2-TZVPD

Its multiplicity is 1. For the total energy, the calculation gives -1024.70421 a.u. The HOMO energy is -8.545 eV. For the HOMO-LUMO gap, the calculation gives 0.295 hartree. The structure (SMILES) is Nc1ccnc2c(C(=O)N[C@@H]3CCC(=O)NC3=O)cccc12.

```
36
C15H14N4O3 | OMol25 | ωB97M-V/def2-TZVPD
N 2.475 -4.069 -1.843
C 1.880 -2.984 -1.326
C 2.348 -2.630 -0.108
C 1.840 -1.521 0.522
N 0.874 -0.768 -0.013
C 0.427 -1.057 -1.228
C -0.601 -0.242 -1.784
C -1.360 0.790 -1.044
O -2.191 1.400 -1.691
N -1.190 1.101 0.333
C -1.633 2.337 1.040
C -0.423 3.141 1.356
C 0.510 2.514 2.456
C -0.410 2.593 3.640
O -0.004 2.558 4.732
N -1.720 2.337 3.547
C -2.297 2.094 2.345
O -3.118 1.288 2.415
C -1.056 -0.521 -3.094
C -0.615 -1.656 -3.696
C 0.409 -2.430 -3.123
C 0.953 -2.151 -1.910
H 2.539 -4.880 -1.222
H 2.064 -4.334 -2.754
H 3.171 -3.229 0.451
H 2.049 -1.308 1.606
H -0.408 0.590 0.650
H -2.310 2.943 0.516
H -0.855 4.091 1.679
H 0.268 3.162 0.430
H 1.477 2.969 2.615
H 0.773 1.518 2.327
H -1.990 1.580 4.140
H -1.732 0.047 -3.653
H -0.943 -1.999 -4.705
H 0.800 -3.274 -3.607
```

***

Entry 10:
Molecular formula: C15H14N6O2
Method: DFT, ωB97M-V/def2-TZVPD

Its multiplicity is 1. For the total energy, the calculation gives -1058.89359 a.u. The HOMO energy is -9.435 eV. For the HOMO-LUMO gap, the calculation gives 0.319 hartree. The structure (SMILES) is O=[N+]([O-])c1cccc(-n2nnnc2CNCc2ccccc2)c1.

```
37
C15H14N6O2 | OMol25 | ωB97M-V/def2-TZVPD
O 2.003 -3.241 -4.314
N 1.544 -3.935 -3.438
O 1.543 -5.146 -3.437
C 0.955 -3.270 -2.295
C 0.478 -4.031 -1.235
C -0.085 -3.389 -0.147
C -0.169 -2.007 -0.110
C 0.329 -1.260 -1.174
N 0.254 0.136 -1.171
N 0.113 0.838 -2.310
N 0.077 2.060 -2.008
N 0.203 2.241 -0.700
C 0.312 1.053 -0.158
C 0.521 0.778 1.286
N -0.699 0.259 1.898
C -1.806 1.221 1.907
C -1.527 2.432 2.761
C -1.013 3.594 2.199
C -0.697 4.676 3.003
C -0.889 4.607 4.372
C -1.398 3.450 4.939
C -1.712 2.368 4.137
C 0.887 -1.886 -2.282
H 0.551 -5.107 -1.283
H -0.470 -3.967 0.678
H -0.628 -1.499 0.728
H 0.865 1.718 1.743
H 1.302 0.018 1.397
H -0.491 0.001 2.860
H -2.682 0.684 2.280
H -1.996 1.522 0.875
H -0.858 3.649 1.131
H -0.299 5.575 2.557
H -0.643 5.452 4.998
H -1.551 3.391 6.007
H -2.111 1.466 4.581
H 1.252 -1.309 -3.119
```

***

Entry 11:
Molecular formula: C15H15BCuF12NO3S
Method: DFT, ωB97M-V/def2-TZVPD

Its multiplicity is 1. For the total energy, the calculation gives -4122.81302 a.u. The HOMO energy is -8.022 eV. For the HOMO-LUMO gap, the calculation gives 0.164 hartree.

```
49
C15H15BCuF12NO3S | OMol25 | ωB97M-V/def2-TZVPD
C 1.578 -4.172 -0.122
C 1.369 -2.594 -0.379
O 0.790 -2.489 -1.696
C 0.297 -2.106 0.679
B 0.375 -0.523 1.111
C 1.425 -0.467 2.388
N 1.918 0.907 2.707
C -1.103 -0.155 1.768
F -1.096 0.982 2.575
F -1.494 -1.232 2.607
C -2.219 0.003 0.709
C -3.025 -1.069 0.182
C -4.072 -0.881 -0.819
C -4.362 0.448 -1.352
C -3.583 1.553 -0.803
C -3.924 2.960 -1.368
F -5.115 3.422 -0.851
F -2.929 3.863 -1.230
F -4.170 2.794 -2.727
C -2.533 1.354 0.193
S 0.783 0.690 -0.282
O -0.017 0.450 -1.509
O 0.477 2.048 0.227
C 2.559 0.713 -0.835
F 2.727 -0.128 -1.928
F 3.477 0.298 0.106
C 3.057 2.152 -1.356
F 2.087 2.821 -2.043
F 4.042 1.861 -2.298
C 3.774 3.023 -0.252
F 3.848 4.319 -0.737
F 3.124 3.103 0.918
F 5.075 2.624 -0.119
H 0.683 -4.530 0.450
H 1.513 -4.677 -1.128
H 2.534 -4.403 0.403
H 2.375 -2.124 -0.281
H -0.022 -3.023 -1.635
H -0.705 -2.455 0.315
H 0.503 -2.691 1.623
H 2.313 -1.120 2.168
H 0.930 -0.913 3.301
H 1.441 1.273 3.537
H 2.908 0.832 2.963
H -2.809 -2.103 0.549
H -4.631 -1.777 -1.197
H -5.144 0.590 -2.129
H -2.011 2.273 0.535
Cu -3.020 -1.726 -2.938
```

***

Entry 12:
Molecular formula: C15H15BFNO3
Method: DFT, ωB97M-V/def2-TZVPD

Its multiplicity is 1. For the total energy, the calculation gives -985.86824 a.u. The HOMO energy is -8.501 eV. For the HOMO-LUMO gap, the calculation gives 0.333 hartree. The structure (SMILES) is Cc1c(Oc2ccc(CN)cc2F)ccc2c1B(O)OC2.

```
36
C15H15BFNO3 | OMol25 | ωB97M-V/def2-TZVPD
C 1.618 1.111 -1.280
C 0.186 1.152 -1.614
C -0.733 1.283 -0.558
O -0.179 1.418 0.738
C 0.141 0.332 1.563
C -0.421 -0.919 1.432
C -0.170 -1.886 2.373
C 0.708 -1.669 3.415
C 0.873 -2.698 4.485
N 0.040 -3.928 4.317
C 1.428 -0.480 3.421
C 1.113 0.543 2.540
F 1.778 1.714 2.557
C -2.099 1.504 -0.826
C -2.514 1.583 -2.149
C -1.598 1.549 -3.198
C -0.274 1.241 -2.923
B 0.384 1.196 -4.354
O 1.787 1.082 -4.419
O -0.614 1.324 -5.373
C -1.823 1.608 -4.707
H 1.952 2.039 -0.793
H 2.180 1.031 -2.203
H 1.897 0.289 -0.613
H -1.192 -1.055 0.731
H -0.733 -2.777 2.336
H 0.639 -2.226 5.447
H 1.935 -2.928 4.525
H 0.112 -4.506 5.133
H 0.456 -4.489 3.561
H 2.151 -0.300 4.200
H -2.832 1.574 -0.039
H -3.562 1.725 -2.375
H 2.145 1.115 -5.326
H -2.225 2.585 -5.014
H -2.554 0.861 -5.010
```

***

Which value of multiplicity does entry 4 give?
1

***

Among the records above, which one has the highest multiplicity?
C15H14N3O8PtS

***

What is the multiplicity in the third record?
1